13
Properties=species:S:1:pos:R:3:mulliken_charge:R:1 method="wB97M-V/def2-TZVPD" de_lowest_ev=2.8188 fmax_ev_per_a=8.6 e_lumo_ev=0.49 total_charge=0 homo_energy_ev=-8.26 total_energy_ev=-13197.992
N -0.892 1.451 -0.088 -0.484
C -0.376 0.249 0.088 0.291
C -1.361 -0.899 0.051 -0.219
F -2.602 -0.301 -0.084 -0.297
C 0.991 0.361 0.060 0.259
F 1.629 1.560 0.093 -0.310
C 1.889 -0.855 -0.070 -0.021
O 1.231 -1.866 0.011 -0.494
H -0.156 2.331 -0.470 0.292
H -1.812 1.967 0.186 0.244
H -1.364 -1.834 -0.530 0.320
H -1.459 -1.396 1.080 0.202
H 3.084 -0.760 -0.588 0.217